(1)
Entry from OMol25: a structure of composition C41H78BrFNNbO18P at a distorted geometry (ωB97M-V/def2-TZVPD).

Geometry as XYZ:
```
142
Properties=species:S:1:pos:R:3:mulliken_charge:R:1
C 2.3949 -5.7657 1.7843 -1.438
C 1.6507 -4.7983 0.8580 -0.407
P 2.7095 -3.7628 -0.2098 1.256
C 4.2860 -4.5827 -0.6655 -0.927
C 5.5150 -4.0680 0.1083 -0.944
Nb 1.9760 -1.5890 -1.1579 -1.028
Br 1.5852 -2.7427 -3.5357 -0.549
C -0.2139 -2.1652 -0.7816 -1.392
C -1.2261 -1.5504 -1.7846 -0.444
C -2.1102 -0.5040 -1.1020 -0.335
C -2.7716 0.4922 -2.0729 -1.326
C -4.2159 0.1359 -2.4216 -0.757
C -5.2897 0.8116 -1.5528 -0.586
C -4.9563 0.9782 -0.0707 0.000
C -5.6155 2.1999 0.5353 -1.111
O -7.0244 1.9822 0.6075 -0.127
C -7.7472 3.1872 0.4914 -0.786
C 4.0567 -0.9067 -1.8694 -0.124
C 4.3432 -0.8192 -3.3636 0.526
C 5.3754 0.2538 -3.7606 -0.847
F 4.8473 -2.0502 -3.8063 -0.432
O 2.1508 -0.6403 0.6297 -0.592
C 2.5497 0.7091 0.6802 -0.721
C 4.0050 0.8092 1.1238 -0.596
N 4.6943 1.9162 0.4845 0.099
C 6.0752 2.0372 0.8565 -0.954
C 6.6671 3.3435 0.3594 0.200
C 6.5336 3.5209 -1.1422 0.598
O 5.9864 4.4526 0.9991 -0.571
H 3.1083 -6.3875 1.2496 0.333
H 2.9009 -5.2153 2.5748 0.309
H 1.6797 -6.4276 2.2714 0.361
H 0.9421 -5.3836 0.2694 0.431
H 1.0439 -4.1647 1.4970 0.139
H 4.4408 -4.4470 -1.7331 0.492
H 4.2002 -5.6583 -0.5095 0.557
H 5.8259 -4.7564 0.8885 0.314
H 5.3074 -3.0923 0.5400 0.103
H 6.3541 -3.9268 -0.5727 0.305
H 1.3467 -0.0440 -1.9035 -0.034
H -0.5058 -1.9314 0.2410 0.574
H -0.2208 -3.2467 -0.9354 0.399
H -1.8627 -2.3451 -2.1813 0.168
H -0.7151 -1.0981 -2.6283 0.623
H -2.8924 -1.0553 -0.5733 0.315
H -1.5263 0.0125 -0.3413 0.424
H -2.7341 1.4799 -1.6131 0.479
H -2.1643 0.5362 -2.9725 0.511
H -4.3995 0.4317 -3.4550 0.354
H -4.3486 -0.9439 -2.3837 0.434
H -5.5731 1.7693 -1.9899 0.359
H -6.1876 0.1949 -1.6036 0.129
H -3.8899 1.0766 0.1128 0.220
H -5.3098 0.1174 0.4957 0.271
H -5.2221 2.4247 1.5282 0.310
H -5.4329 3.0553 -0.1206 0.520
H -8.7518 3.0164 0.8647 0.159
H -7.2920 3.9722 1.0986 0.377
H -7.7757 3.5234 -0.5459 0.309
H 4.8220 -1.5673 -1.4473 0.022
H 4.2452 0.0933 -1.4737 0.062
H 3.4309 -0.6102 -3.9146 0.383
H 5.6632 0.8680 -2.9114 -0.293
H 4.9734 0.9193 -4.5225 0.309
H 6.2664 -0.2217 -4.1644 0.355
H 1.9268 1.2125 1.4288 0.398
H 2.4237 1.2356 -0.2652 0.345
H 4.5063 -0.1227 0.8670 0.145
H 4.0644 0.9063 2.2183 0.488
H 4.2073 2.7894 0.6209 0.200
H 6.6576 1.2081 0.4526 0.354
H 6.2005 2.0163 1.9544 0.399
H 7.7182 3.3804 0.6385 0.421
H 7.4813 3.8583 -1.5420 -0.014
H 5.8289 4.3153 -1.3600 -0.015
H 6.2676 2.6100 -1.6665 -0.753
H 6.4607 4.6440 1.8051 0.319
C 11.1246 2.3910 -5.0693 -1.514
C 10.1361 2.8597 -4.0359 0.604
C 10.0071 4.3562 -3.8738 -0.520
O 9.5560 4.4689 -2.5150 -0.346
C 10.0313 3.3886 -1.8417 0.670
O 9.9929 3.2557 -0.6623 -0.550
O 10.5542 2.4890 -2.7041 -0.365
H 11.2450 1.3099 -5.0184 0.365
H 10.7731 2.6537 -6.0666 0.387
H 12.1029 2.8452 -4.9061 0.349
H 9.1556 2.4080 -4.2084 0.249
H 9.2851 4.8156 -4.5440 0.346
H 10.9713 4.8633 -3.9618 0.320
C -9.4393 0.1978 1.2105 -1.411
C -10.8417 -0.2906 1.4523 0.511
C -11.8930 0.7874 1.5656 -0.530
O -12.8901 0.1490 2.3773 -0.373
C -12.2654 -0.7708 3.1473 0.605
O -12.7814 -1.3551 4.0432 -0.508
O -10.9788 -0.9288 2.7463 -0.254
H -8.7180 -0.6148 1.2734 0.350
H -9.3648 0.6398 0.2186 0.411
H -9.1513 0.9443 1.9490 0.295
H -11.1297 -1.0303 0.6999 0.269
H -12.3212 1.0917 0.6146 0.332
H -11.5209 1.6635 2.1019 0.303
C 5.4281 9.5931 -0.9662 -1.457
C 5.1387 8.4348 -1.8828 0.606
C 5.7804 7.1196 -1.5094 -0.470
O 5.8669 6.4683 -2.7872 -0.254
C 5.9699 7.4290 -3.7307 0.579
O 6.2557 7.2397 -4.8673 -0.558
O 5.7079 8.6472 -3.1929 -0.377
H 5.0361 10.5197 -1.3840 0.365
H 4.9619 9.4248 0.0042 0.377
H 6.5024 9.7174 -0.8259 0.360
H 4.0601 8.3083 -2.0127 0.282
H 5.1982 6.5224 -0.8125 0.327
H 6.7928 7.2446 -1.1186 0.196
C -4.6102 -6.5092 1.9112 -1.506
C -3.2293 -6.0524 1.5216 0.533
C -2.0875 -6.9297 1.9817 -0.542
O -1.0030 -5.9973 2.0483 -0.242
C -1.5366 -4.7678 2.2967 0.617
O -0.9191 -3.8027 2.5857 -0.516
O -2.8884 -4.8148 2.1689 -0.354
H -5.3488 -5.7512 1.6541 0.357
H -4.8618 -7.4306 1.3858 0.382
H -4.6729 -6.6851 2.9858 0.358
H -3.1680 -5.8843 0.4424 0.273
H -1.8454 -7.7366 1.2946 0.330
H -2.2603 -7.3348 2.9824 0.304
C -10.4125 -3.3665 4.8611 -1.349
C -9.2759 -3.6758 5.7956 0.597
C -7.9183 -3.1444 5.3959 -0.464
O -7.0333 -4.0718 6.0440 -0.339
C -7.6888 -5.2520 6.1575 0.610
O -7.1872 -6.2765 6.4829 -0.540
O -8.9968 -5.0930 5.8457 -0.391
H -11.3073 -3.9070 5.1662 0.345
H -10.6405 -2.3070 4.8660 0.356
H -10.1728 -3.6706 3.8415 0.291
H -9.5209 -3.3602 6.8143 0.253
H -7.7185 -2.1328 5.7377 0.312
H -7.7556 -3.2088 4.3177 0.299
```

Properties
Strongest force on any atom ... 2.772 eV/A
Charge ... -1
Total energy ... -6090.33527 Eh
HOMO-LUMO gap ... 5.253 eV
Lowest unoccupied orbital energy ... 1.528 eV

(2)
Entry from OMol25: a cluster of 7 separate species, C41H79BF4N7O5 in total at a distorted geometry (ωB97M-V/def2-TZVPD).

Geometry as XYZ:
```
137
Properties=species:S:1:pos:R:3:mulliken_charge:R:1
C 1.3611 3.7564 -2.1865 -1.370
C 1.6477 3.6693 -3.7169 1.446
C 2.5671 2.5118 -4.0713 -1.526
C 1.9458 1.1620 -3.8248 0.786
C 0.6774 0.8755 -4.6290 -0.910
C -0.3436 1.9568 -4.3646 1.528
N 0.3009 3.3257 -4.3634 0.836
O -0.4372 4.2997 -4.4698 -0.309
C -1.1009 1.6944 -3.0349 -1.248
C -1.3103 1.9472 -5.5796 -1.671
C 2.2508 4.9632 -4.3061 -1.656
H 0.6080 4.4708 -1.8537 0.488
H 2.3021 4.0841 -1.7441 0.521
H 1.0532 2.7994 -1.7649 0.007
H 3.5204 2.5229 -3.5370 0.573
H 2.9967 2.5400 -5.0760 0.344
H 1.8482 0.7569 -2.8123 -0.869
H 2.7718 0.4856 -4.0727 0.680
H 0.2370 -0.0840 -4.3606 -0.149
H 1.0169 0.8089 -5.6637 0.526
H -1.6388 2.5503 -2.6354 0.429
H -0.4665 1.1478 -2.3315 0.068
H -1.8041 0.8827 -3.2340 0.060
H -1.8090 0.9990 -5.7706 0.342
H -0.8408 2.2076 -6.5321 0.472
H -2.0667 2.7342 -5.5864 0.459
H 1.6647 5.8402 -4.0341 0.400
H 2.2902 4.9909 -5.3946 0.444
H 3.2550 5.0077 -3.8884 0.398
C 6.2343 -0.9701 -0.3120 -1.481
C 4.8837 -0.9525 0.4744 1.405
C 5.0809 -1.2774 1.9688 -1.377
C 5.3994 -0.1206 2.9197 -0.845
C 4.3746 1.0151 2.6440 -1.271
C 4.2551 1.5305 1.2119 1.624
N 4.1350 0.2891 0.2675 1.241
O 3.7970 0.5275 -0.8756 -0.209
C 5.5153 2.3106 0.8936 -1.600
C 2.9124 2.2521 1.0809 -1.594
C 4.0571 -2.1363 -0.0532 -1.985
H 6.0746 -1.2084 -1.3612 0.359
H 7.0203 -1.5784 0.1302 0.349
H 6.6755 0.0291 -0.2667 0.416
H 5.8075 -2.0767 2.1201 0.543
H 4.1897 -1.7814 2.3528 0.382
H 6.3795 0.3209 2.7283 0.350
H 5.3507 -0.5376 3.9231 0.551
H 4.4122 1.9217 3.2485 0.589
H 3.4957 0.4741 3.0086 0.134
H 5.4412 3.2795 1.3909 0.493
H 5.7481 2.4916 -0.1547 0.297
H 6.3876 1.8934 1.3968 0.329
H 2.1103 1.5237 1.2123 0.128
H 2.7567 2.5737 0.0501 0.235
H 2.7181 3.0870 1.7505 0.503
H 3.0323 -2.0527 0.3195 0.341
H 4.4853 -3.1171 0.1375 0.471
H 3.8703 -2.0645 -1.1271 0.473
C -1.5823 -4.6199 -5.1333 -1.448
C -1.5537 -5.0309 -3.6567 1.372
C -0.2060 -4.5380 -3.0369 -1.742
C -0.0395 -3.0273 -2.7229 0.116
C -1.2453 -2.6539 -1.8402 -0.935
C -2.6861 -3.0185 -2.2533 1.800
N -2.6545 -4.4217 -2.7595 0.898
O -3.7522 -4.8153 -3.1951 -0.307
C -3.1170 -2.1445 -3.4545 -1.378
C -3.5921 -2.9415 -1.0330 -2.088
C -1.6127 -6.5248 -3.4283 -1.722
H -0.7526 -5.1196 -5.6272 0.424
H -1.4523 -3.5490 -5.2886 0.248
H -2.5732 -4.7990 -5.5516 0.420
H 0.6589 -4.8452 -3.6274 0.638
H -0.0163 -5.0638 -2.0974 0.447
H -0.0048 -2.3971 -3.6194 -0.132
H 0.9238 -2.7515 -2.2956 0.106
H -1.1138 -1.6099 -1.5515 -0.006
H -0.9442 -3.2331 -0.9619 0.523
H -2.4185 -1.9978 -4.2732 0.255
H -3.2104 -1.1070 -3.1110 0.368
H -4.1823 -2.2449 -3.6670 0.452
H -4.6276 -3.1994 -1.2602 0.461
H -3.6394 -1.9175 -0.6588 0.508
H -3.3387 -3.5375 -0.1566 0.432
H -0.7551 -7.0765 -3.8161 0.377
H -2.4535 -7.1181 -3.7864 0.389
H -1.5346 -6.7136 -2.3552 0.456
C -1.1461 -1.5552 4.7369 -0.574
C -0.4384 -1.5644 6.0762 -0.492
N 0.8685 -2.3335 6.0383 0.258
C 1.8626 -2.2428 5.0845 -0.389
C 2.6778 -3.3035 5.3555 -0.570
N 2.4318 -3.8116 6.6115 0.144
C 1.2736 -3.1937 7.0066 -0.175
C 3.2137 -4.8220 7.3148 -0.750
H -1.6495 -2.5240 4.7213 0.331
H -0.6108 -1.4845 3.7912 0.002
H -1.9060 -0.7789 4.8280 0.319
H -0.9992 -2.1154 6.8275 0.251
H -0.0543 -0.6145 6.4467 0.308
H 1.7298 -1.6665 4.1791 0.591
H 3.4599 -3.7988 4.8013 0.439
H 0.6325 -3.5191 7.8105 0.356
H 4.0414 -5.1736 6.7056 0.265
H 2.5993 -5.6179 7.7292 0.304
H 3.6362 -4.2793 8.1614 0.381
C -2.5311 3.8378 0.6775 -0.897
C -3.5612 3.3467 1.6882 -0.300
N -4.6795 4.2437 1.9203 0.382
C -4.5941 5.5648 2.2889 -0.282
C -5.8448 6.0125 2.5592 -0.552
N -6.7223 4.9679 2.2696 0.169
C -5.9899 3.9408 1.8001 -0.192
C -8.1846 5.0799 2.2844 -0.850
H -2.9850 3.8254 -0.3132 0.360
H -1.6800 3.1598 0.7188 0.141
H -2.1950 4.8398 0.9455 0.444
H -3.1270 3.1525 2.6686 0.286
H -3.9297 2.3989 1.2957 0.085
H -3.6263 5.9758 2.5248 0.384
H -6.2415 6.9552 2.8968 0.470
H -6.3359 3.0160 1.3651 0.353
H -8.5102 6.0851 2.0273 0.366
H -8.5213 4.7918 3.2777 0.321
H -8.5615 4.4198 1.5060 0.334
C -1.0976 0.0909 1.1600 -1.201
C 0.3610 -0.2710 0.9395 0.565
O 0.8357 -0.0334 -0.1992 -0.124
O 1.0744 -0.7528 1.8707 -0.541
H -1.4239 0.9769 0.6150 -0.256
H -1.3620 0.3141 2.1924 0.428
H -1.6316 -0.7783 0.7719 0.139
B -5.2479 0.1414 2.7674 0.460
F -6.0021 -0.8135 3.4057 -0.340
F -5.3832 0.0927 1.3920 -0.400
F -5.6549 1.3697 3.3062 -0.370
F -3.8913 -0.0880 3.1293 -0.262
```

Properties
Strongest force on any atom ... 7.607 eV/A
Energy relative to the best compared isomer or geometry (same formula, charge and spin) ... 0.00 kcal/mol
Charge ... +3
Total energy ... -2792.45596 Eh
HOMO-LUMO gap ... 4.602 eV
Lowest unoccupied orbital energy ... -9.381 eV

> Among the records above, which one has the lowest HOMO-LUMO gap?

C41H79BF4N7O5